No. 1
The following is a quantum chemistry calculation of a cluster of 5 separate species, C12H34ClN2O6 in total, from OMol25.

Each line ends with the Mulliken charge.
Element x y z (Å)
Cl  -1.3437  0.5568  0.4401  -0.7340
C  2.9511  -2.9989  2.0311  -1.5528
C  1.5832  -2.5990  1.4684  0.7358
C  0.5991  -3.7569  1.2599  -0.6076
O  1.2038  -4.8194  0.5480  -0.3520
C  0.2369  -5.7943  0.1882  -0.6033
N  0.9571  -1.5894  2.3177  -0.6962
H  3.5124  -3.6696  1.3867  0.3238
H  2.7917  -3.4636  3.0110  0.3438
H  3.5227  -2.0925  2.2443  0.4454
H  1.8419  -2.2987  0.4393  0.1154
H  -0.2874  -3.3118  0.7870  0.2678
H  0.2024  -4.1216  2.2183  0.3775
H  -0.5307  -5.2951  -0.4174  0.1821
H  -0.2036  -6.2480  1.0841  0.2816
H  0.7649  -6.5124  -0.4417  0.2374
H  0.3406  -0.9978  1.7557  0.1714
H  1.7268  -0.9337  2.4635  0.3043
C  1.4074  4.7270  3.6008  -1.2751
C  0.2699  4.0660  2.8068  0.4488
C  -0.2965  4.9991  1.7153  -0.7920
O  -1.1213  4.3344  0.8224  -0.1079
C  -1.9025  5.1410  0.0062  -0.7847
N  0.5336  2.6851  2.3887  -0.4997
H  1.5113  4.3856  4.6250  0.3236
H  1.2296  5.8044  3.5672  0.3438
H  2.3253  4.5226  3.0401  0.3312
H  -0.5178  3.9863  3.5668  0.1008
H  0.5586  5.4655  1.2030  0.3153
H  -0.8219  5.7832  2.2771  0.3305
H  -2.7819  5.5693  0.4988  0.3018
H  -2.1946  4.5636  -0.8695  0.1386
H  -1.3348  5.9737  -0.4393  0.3712
H  0.0269  2.4553  1.5174  0.0844
H  1.4494  2.6821  1.9154  0.3082
C  -0.7255  1.0231  -3.3432  -0.0850
C  -0.8361  2.3191  -2.5579  -0.3144
O  0.2475  2.5029  -1.6511  -0.5225
O  0.4877  0.9615  -4.1030  -0.5995
H  -1.6215  0.8241  -3.9272  0.4114
H  -0.5523  0.2138  -2.6206  -0.0305
H  -1.7793  2.3441  -2.0109  0.2783
H  -0.7228  3.1579  -3.2528  0.2729
H  -0.0516  2.1039  -0.8104  0.1679
H  1.2141  0.8756  -3.4831  0.3405
C  -1.8110  -3.7135  -3.2293  -0.6586
C  -0.8646  -2.8647  -2.3990  0.2234
O  -1.7019  -2.1907  -1.4582  -0.4919
O  -1.0313  -4.7779  -3.7999  -0.5390
H  -2.4535  -3.2441  -3.9878  0.3918
H  -2.5966  -4.1185  -2.5733  0.2823
H  -0.3164  -2.1102  -2.9683  0.2526
H  -0.1956  -3.5242  -1.8423  0.0580
H  -1.2171  -1.5650  -0.8948  0.0906
H  -1.6821  -5.4155  -4.1136  0.2920

Atoms 1-6, force components in eV/Å:
Cl 0.333 -0.128 -0.243
C -0.755 -0.058 1.012
C 0.442 -1.001 -0.877
C 0.086 0.471 0.897
O -0.371 0.190 -0.090
C 0.498 0.719 -0.331

Computed properties:
HOMO: -5.280 eV
Frontier orbital gap: 8.043 eV
LUMO: 2.763 eV
Total charge: -1
Energy above the lowest of the compared OMol25 structures with the same formula, charge and spin: 0.0 kcal/mol

=====

No. 2
The following is a quantum chemistry calculation of a cluster of 2 separate species, C5H11NO in total, from OMol25.

Each line ends with the Mulliken charge.
Element x y z (Å)
C  1.4718  -3.1152  -0.8480  -0.5576
C  0.9186  -2.3102  0.0634  -0.3536
C  -0.1378  -1.3297  -0.3432  -0.3908
C  0.2107  -0.0512  -0.4505  -0.3459
C  -0.8227  1.0577  -0.3892  -0.2358
N  -0.1822  2.3613  -0.6345  -0.5686
H  2.5247  -3.3612  -0.9034  0.2525
H  0.9112  -3.3608  -1.7524  0.2566
H  1.4566  -2.1203  0.9796  0.3204
H  -1.0669  -1.8181  -0.6482  0.3799
H  1.2520  0.2529  -0.5057  0.3973
H  -1.6941  0.7481  -0.9960  0.2952
H  -1.2214  1.0631  0.6343  0.0283
H  0.3108  2.2965  -1.5210  0.2375
H  -0.9312  3.0214  -0.8301  0.2513
O  -0.9787  2.5479  2.9751  -0.6375
H  -0.3588  1.8231  2.8265  0.3349
H  -1.6625  2.2948  2.3433  0.3360

Atoms 1-6, force components in eV/Å:
C -0.409 0.342 -0.570
C 1.038 0.321 -1.276
C 0.576 -1.599 0.133
C -1.198 0.328 0.233
C 0.369 -0.550 0.016
N -0.889 -0.343 -0.676

Computed properties:
HOMO: -8.895 eV
Frontier orbital gap: 9.672 eV
LUMO: 0.777 eV
Structure (SMILES): C=C/C=C/CN.O
Energy above the lowest of the compared OMol25 structures with the same formula, charge and spin: 74.4 kcal/mol